(w)
Molecular formula: C6H14MgO4Tl
Method: DFT, ωB97M-V with the def2-TZVPD basis set

```
26
Properties=species:S:1:pos:R:3
O 3.39 0.28 2.56
Tl 4.40 -0.59 3.79
C 3.24 1.55 2.13
H 2.25 2.01 2.23
H 2.30 1.20 0.23
H 4.10 2.22 2.19
O 1.67 0.57 -0.47
C 1.91 -0.78 -0.11
C 0.77 -1.69 -0.49
O -0.43 -0.93 -0.28
C -1.66 -1.51 -0.72
C -2.71 -0.44 -0.55
O -2.20 0.77 -1.12
C -3.18 1.80 -1.26
Mg -0.21 0.98 -0.93
H 2.23 -0.66 1.08
H 2.85 -1.15 -0.54
H 0.75 -2.60 0.13
H 0.83 -1.99 -1.54
H -1.90 -2.39 -0.11
H -1.57 -1.82 -1.77
H -2.93 -0.26 0.52
H -3.63 -0.73 -1.07
H -2.67 2.70 -1.61
H -3.93 1.48 -2.00
H -3.67 1.99 -0.29
```

lowest unoccupied orbital energy (spin up / spin down)	-0.689 / -0.746	Eh
spin multiplicity	2
frontier orbital gap (spin up / spin down)	0.1635 / 0.1067	hartree
net charge	+4
<S²>	0.75

=====

(x)
Molecular formula: C6H14MgO4Tl
Method: DFT, ωB97M-V with the def2-TZVPD basis set

```
26
Properties=species:S:1:pos:R:3
O 3.32 0.16 2.38
Mg 4.59 -0.56 3.61
C 3.12 1.50 1.99
H 2.18 1.95 2.35
H 2.59 1.34 0.77
H 4.01 2.13 2.11
O 1.62 0.56 -0.39
C 1.85 -0.76 -0.15
C 0.71 -1.70 -0.44
O -0.49 -0.96 -0.28
C -1.70 -1.52 -0.79
C -2.75 -0.45 -0.65
O -2.21 0.78 -1.16
C -3.19 1.82 -1.30
Tl -0.24 0.95 -0.88
H 2.75 -0.49 1.47
H 2.82 -1.13 -0.52
H 0.71 -2.58 0.23
H 0.76 -2.08 -1.48
H -1.98 -2.41 -0.22
H -1.55 -1.79 -1.85
H -3.02 -0.29 0.41
H -3.65 -0.72 -1.22
H -2.67 2.72 -1.63
H -3.93 1.52 -2.04
H -3.67 2.00 -0.33
```

lowest unoccupied orbital energy (spin up / spin down)	-0.617 / -0.618	Eh
spin multiplicity	2
frontier orbital gap (spin up / spin down)	0.2293 / 0.2669	hartree
net charge	+4
<S²>	0.76

=====

Calculated relative energies: (w) 0.0000; (x) 0.0822, given in hartree

=====

(w)
Molecular formula: C20H24N2O3S
Method: DFT, ωB97M-V with the def2-TZVPD basis set

```
50
Properties=species:S:1:pos:R:3
C -1.75 5.51 -0.54
C -2.28 4.29 0.19
O -1.26 3.47 0.71
C -0.47 2.73 -0.14
C -0.77 2.50 -1.48
C 0.02 1.68 -2.27
C 1.15 1.09 -1.75
C 1.48 1.34 -0.42
C 0.69 2.14 0.39
O 1.12 2.22 1.69
C 0.78 3.32 2.51
C 1.71 3.30 3.71
H 2.74 3.38 3.38
H 1.48 4.13 4.37
H 1.59 2.37 4.25
H -0.26 3.25 2.83
H 0.90 4.26 1.95
H 2.36 0.90 0.01
C 1.99 0.16 -2.57
H 2.86 -0.19 -2.02
H 2.28 0.61 -3.52
S 1.02 -1.32 -3.07
C 0.70 -2.05 -1.51
N 1.32 -1.55 -0.46
C 1.08 -2.05 0.75
C 0.20 -3.11 0.94
C -0.44 -3.67 -0.16
C -0.19 -3.13 -1.42
C -0.85 -3.63 -2.57
N -1.41 -4.02 -3.48
C -1.35 -4.85 -0.03
O -0.75 -5.94 -0.69
C -1.61 -7.04 -0.87
H -1.98 -7.42 0.09
H -1.03 -7.81 -1.37
H -2.47 -6.76 -1.49
H -1.54 -5.09 1.03
H -2.32 -4.62 -0.51
H 0.03 -3.50 1.93
C 1.80 -1.40 1.88
H 1.47 -0.37 1.98
H 2.87 -1.38 1.68
H 1.62 -1.93 2.81
H -0.27 1.50 -3.29
H -1.65 2.94 -1.91
H -2.95 3.71 -0.46
H -2.85 4.60 1.07
H -2.58 6.13 -0.88
H -1.15 5.22 -1.40
H -1.12 6.10 0.13
```

lowest unoccupied orbital energy	0.014	Eh
spin multiplicity	1
frontier orbital gap	0.3074	hartree
net charge	0
SMILES	CCOc1ccc(CSc2nc(C)cc(COC)c2C#N)cc1OCC

=====

(x)
Molecular formula: C20H24N2O3S
Method: DFT, ωB97M-V with the def2-TZVPD basis set

```
50
Properties=species:S:1:pos:R:3
O 0.39 -3.41 0.61
C 1.25 -2.61 0.90
N 2.38 -2.48 0.16
H 3.07 -1.78 0.40
C 2.57 -3.20 -1.07
H 3.52 -3.73 -1.04
H 1.76 -3.92 -1.13
C 2.54 -2.27 -2.30
C 1.30 -1.41 -2.34
C 1.41 -0.02 -2.37
C 0.27 0.77 -2.38
C -0.98 0.19 -2.35
C -1.09 -1.19 -2.33
C 0.04 -1.98 -2.33
H -0.07 -3.06 -2.31
H -2.07 -1.65 -2.31
H -1.87 0.81 -2.34
H 0.37 1.85 -2.40
H 2.38 0.44 -2.39
H 2.59 -2.89 -3.19
H 3.43 -1.62 -2.29
C 1.13 -1.73 2.15
C -0.35 -1.37 2.34
C -0.78 -0.43 1.22
N 0.04 0.76 1.14
S -0.46 2.02 2.11
O -1.05 1.56 3.34
O 0.60 2.97 2.18
C -1.76 2.65 1.05
C -1.38 3.27 -0.13
C -2.35 3.71 -1.00
C -3.69 3.54 -0.69
C -4.06 2.93 0.50
C -3.09 2.48 1.38
H -3.34 2.01 2.31
H -5.11 2.80 0.74
H -4.45 3.89 -1.37
H -2.07 4.19 -1.93
H -0.33 3.39 -0.33
C 1.46 0.51 1.05
C 1.95 -0.44 2.16
H 1.78 0.06 3.12
H 3.02 -0.62 2.07
H 1.95 1.48 1.14
H 1.66 0.09 0.06
H -1.81 -0.09 1.38
H -0.73 -0.95 0.25
H -0.95 -2.28 2.30
H -0.49 -0.87 3.30
H 1.45 -2.37 2.99
```

lowest unoccupied orbital energy	0.025	Eh
spin multiplicity	1
frontier orbital gap	0.3568	hartree
net charge	0
SMILES	O=C(NCCc1ccccc1)C1CCN(S(=O)(=O)c2ccccc2)CC1

=====

(y)
Molecular formula: C20H24N2O3S
Method: DFT, ωB97M-V with the def2-TZVPD basis set

```
50
Properties=species:S:1:pos:R:3
C -1.66 2.78 -0.87
C -1.64 1.31 -1.14
C -0.82 0.77 -2.12
C -0.81 -0.59 -2.37
C -1.63 -1.46 -1.66
C -2.48 -0.92 -0.69
C -2.48 0.44 -0.45
H -3.14 0.83 0.30
C -3.41 -1.78 0.13
N -3.10 -1.58 1.54
S -1.62 -2.20 2.03
O -1.71 -2.35 3.45
O -1.26 -3.35 1.24
C -0.50 -0.86 1.66
C -0.77 0.38 2.21
C 0.07 1.45 1.96
C 1.18 1.22 1.17
C 1.47 -0.04 0.64
C 0.62 -1.10 0.88
H 0.79 -2.09 0.49
C 2.78 0.03 -0.09
C 2.68 -0.38 -1.56
H 3.63 -0.18 -2.06
H 1.90 0.19 -2.06
H 2.45 -1.44 -1.64
C 3.86 -0.79 0.62
H 4.83 -0.59 0.16
H 3.91 -0.52 1.67
H 3.64 -1.85 0.53
C 3.13 1.52 0.02
O 4.09 2.08 -0.45
N 2.16 2.12 0.78
C 2.18 3.52 1.12
H 3.06 3.95 0.65
H 1.28 4.02 0.75
H 2.24 3.65 2.20
H -0.13 2.42 2.37
H -1.65 0.48 2.83
H -3.82 -1.92 2.17
H -3.32 -2.83 -0.13
H -4.44 -1.46 -0.03
C -1.57 -2.93 -1.95
H -0.80 -3.14 -2.68
H -1.34 -3.47 -1.03
H -2.52 -3.29 -2.33
H -0.16 -0.98 -3.14
H -0.17 1.43 -2.69
H -2.43 3.27 -1.47
H -1.89 2.97 0.18
H -0.70 3.23 -1.11
```

lowest unoccupied orbital energy	0.019	Eh
spin multiplicity	1
frontier orbital gap	0.3304	hartree
net charge	0
SMILES	Cc1ccc(C)c(CNS(=O)(=O)c2ccc3c(c2)C(C)(C)C(=O)N3C)c1

=====

(z)
Molecular formula: C20H24N2O3S
Method: DFT, ωB97M-V with the def2-TZVPD basis set

```
50
Properties=species:S:1:pos:R:3
C -1.17 -3.40 -4.12
H -1.69 -2.33 -4.20
H -0.51 -3.58 -4.71
H -2.07 -4.14 -4.26
S -0.77 -3.57 -2.61
C 0.68 -2.39 -2.44
C 1.18 -1.52 -3.50
C 1.86 -0.64 -3.15
C 2.50 -0.57 -1.92
C 2.19 -1.29 -0.89
C 1.28 -2.46 -0.95
O 0.73 -3.38 -0.16
C 1.00 -2.93 1.04
C 0.55 -1.78 1.79
C -0.72 -1.09 1.29
C -0.47 0.04 2.13
N 0.46 0.14 2.89
O 1.21 -1.09 2.65
C -1.65 1.19 2.30
O -2.37 1.18 1.41
N -1.41 2.07 3.06
H -0.30 1.90 3.65
C -1.82 3.39 3.06
H -2.63 3.30 2.42
H -2.32 3.72 4.07
C -0.93 4.42 2.26
C -0.52 3.85 0.75
C 0.54 2.91 0.95
C 1.11 2.22 -0.51
C 0.27 2.77 -1.68
C -1.31 2.79 -1.22
C -1.56 3.90 -0.31
H -2.46 3.94 0.15
H -1.28 4.97 -0.82
H -1.84 3.11 -2.28
H -1.60 1.84 -0.72
H 0.17 1.98 -2.48
H 0.86 3.72 -1.96
H 2.08 2.34 -0.58
H 0.94 1.03 -0.24
H 1.36 2.97 1.65
H 0.25 4.42 2.82
H -1.34 5.28 1.94
H -1.27 -1.26 0.41
H 0.63 -4.02 1.69
H 2.15 -2.87 1.40
H 2.71 -1.11 0.05
H 3.35 0.45 -1.77
H 2.16 0.02 -3.86
H 0.61 -1.74 -4.35
```

lowest unoccupied orbital energy	0.020	Eh
spin multiplicity	1
frontier orbital gap	0.2971	hartree
net charge	0
SMILES	CSc1ccccc1OCc1cc(C(=O)NCCC2=CCCCC2)no1

=====

Calculated relative energies: (w) 0.0883; (x) 0.0202; (y) 0.0000; (z) 0.7361, given in hartree

=====

(w)
Molecular formula: C3H10NS2
Method: DFT, ωB97M-V with the def2-TZVPD basis set

```
16
Properties=species:S:1:pos:R:3
N 1.85 0.90 -0.01
C 1.19 0.27 1.26
C 0.54 -1.09 0.93
S -0.25 -1.56 -0.61
S -1.02 0.30 -1.29
C -2.77 0.01 -1.41
H 1.11 0.91 -0.72
H 2.23 1.76 0.36
H 2.68 0.36 -0.26
H 2.06 0.23 1.93
H 0.41 1.00 1.54
H 0.01 -1.38 1.83
H 1.41 -1.76 0.84
H -3.40 0.38 -0.60
H -3.03 0.73 -2.21
H -3.01 -1.04 -1.58
```

lowest unoccupied orbital energy	-0.132	Eh
spin multiplicity	1
frontier orbital gap	0.3306	hartree
net charge	+1
SMILES	CSSCC[NH3+]

=====

(x)
Molecular formula: C3H10NS2
Method: DFT, ωB97M-V with the def2-TZVPD basis set

```
16
Properties=species:S:1:pos:R:3
C 0.49 1.93 -0.04
C -0.82 -1.21 -1.38
C 0.72 0.80 0.88
N -0.77 -0.92 0.11
S -0.07 1.15 2.42
S 2.04 -0.17 0.69
H -0.61 2.21 0.21
H 0.96 2.86 0.21
H 0.61 1.63 -1.14
H -1.10 -2.20 -1.60
H -1.62 -0.53 -1.78
H 0.11 -1.10 -1.82
H -0.55 -1.70 0.67
H -1.67 -0.47 0.39
H 0.49 0.24 3.41
H 1.56 -0.98 1.58
```

lowest unoccupied orbital energy (spin up / spin down)	-0.193 / -0.193	Eh
spin multiplicity	1
frontier orbital gap (spin up / spin down)	0.3167 / 0.3167	hartree
net charge	+1

=====

Calculated relative energies: (w) 0.0000; (x) 0.0591, given in hartree

=====

(w)
Molecular formula: C3H8NO
Method: DFT, ωB97M-V with the def2-TZVPD basis set

```
13
Properties=species:S:1:pos:R:3
C 1.57 -1.33 -0.48
N 0.31 -0.76 -0.53
C -0.24 -0.38 0.72
C -0.77 1.10 0.68
O -1.09 1.53 -0.57
H 2.02 -1.37 -1.48
H 1.54 -2.40 -0.20
H 2.34 -0.85 0.30
H 0.02 0.09 -1.09
H 0.39 -0.53 1.68
H -1.18 -0.98 1.04
H -0.22 1.73 1.25
H -1.71 1.04 1.21
```

lowest unoccupied orbital energy (spin up / spin down)	0.038 / -0.067	Eh
spin multiplicity	2
frontier orbital gap (spin up / spin down)	0.3515 / 0.2445	hartree
net charge	0
<S²>	0.75

=====

(x)
Molecular formula: C3H8NO
Method: DFT, ωB97M-V with the def2-TZVPD basis set

```
13
Properties=species:S:1:pos:R:3
C -0.16 1.02 -0.01
N -0.04 -0.33 -0.57
C 1.05 -1.14 0.04
O 0.55 -1.47 1.24
C -1.33 1.74 -0.65
H 0.76 1.54 -0.29
H -0.24 0.99 1.08
H -0.91 -0.83 -0.37
H 1.26 -1.98 -0.64
H 1.90 -0.46 0.10
H -1.48 1.37 -1.65
H -2.27 1.55 -0.12
H -1.15 2.81 -0.70
```

lowest unoccupied orbital energy (spin up / spin down)	0.043 / -0.053	Eh
spin multiplicity	2
frontier orbital gap (spin up / spin down)	0.4069 / 0.3100	hartree
net charge	0
<S²>	0.76

=====

Calculated relative energies: (w) 0.0454; (x) 0.0000, given in hartree

=====

(w)
Molecular formula: C2H5N5O
Method: DFT, ωB97M-V with the def2-TZVPD basis set

```
13
Properties=species:S:1:pos:R:3
C 1.02 1.13 0.45
C 0.04 -0.89 -0.18
H -2.37 -0.32 -0.41
H -1.99 -0.57 -1.93
H 1.59 2.68 1.60
H 1.40 -0.90 1.49
H 0.23 -2.67 -0.16
N -1.86 0.27 -1.19
N -0.54 0.30 -0.75
N 0.05 1.54 -0.24
N 1.27 -0.37 0.26
N -0.59 -1.93 -0.33
O 1.75 1.74 1.40
```

lowest unoccupied orbital energy	0.007	Eh
spin multiplicity	1
frontier orbital gap	0.3201	hartree
net charge	0

=====

(x)
Molecular formula: C2H5N5O
Method: DFT, ωB97M-V with the def2-TZVPD basis set

```
13
Properties=species:S:1:pos:R:3
C 0.05 0.53 -0.15
C 1.31 0.00 2.02
H -2.03 -0.63 -1.21
H -0.84 -1.15 -2.39
H -0.30 1.59 -1.88
H 1.57 -0.10 3.02
H -0.57 -1.55 -0.11
N -1.24 -0.30 -1.93
N -0.41 0.65 -1.43
N 0.55 1.54 0.50
N 1.25 1.25 1.68
N -0.29 -0.71 0.57
O 0.94 -1.12 1.31
```

lowest unoccupied orbital energy	0.013	Eh
spin multiplicity	1
frontier orbital gap	0.3201	hartree
net charge	0
SMILES	NNC1=NN=CON1

=====

Calculated relative energies: (w) 0.0000; (x) 0.0336, given in hartree

=====

(w)
Molecular formula: CH3O3
Method: DFT, ωB97M-V with the def2-TZVPD basis set

```
7
Properties=species:S:1:pos:R:3
O -1.90 -1.19 -1.39
H -1.43 -0.67 -0.70
H -2.22 -1.99 -0.93
O 0.18 1.20 1.00
O 2.25 1.84 0.54
C 1.40 0.94 0.80
H 1.73 -0.12 0.69
```

lowest unoccupied orbital energy	0.141	Eh
spin multiplicity	1
frontier orbital gap	0.2798	hartree
net charge	-1

=====

(x)
Molecular formula: CH3O3
Method: DFT, ωB97M-V with the def2-TZVPD basis set

```
7
Properties=species:S:1:pos:R:3
O -0.89 -0.47 -1.81
H -0.45 0.12 -1.20
O 0.13 1.20 0.61
C 0.78 0.24 1.12
O 0.91 -0.88 0.60
H 1.27 0.49 2.08
H -1.74 -0.70 -1.40
```

lowest unoccupied orbital energy	0.169	Eh
spin multiplicity	1
frontier orbital gap	0.3202	hartree
net charge	-1

=====

Calculated relative energies: (w) 0.0115; (x) 0.0000, given in hartree

=====

(w)
Molecular formula: C2H3NP2
Method: DFT, ωB97M-V with the def2-TZVPD basis set

```
8
Properties=species:S:1:pos:R:3
C -0.83 -0.27 0.57
C -0.11 0.96 0.69
N -0.35 -1.13 -0.29
P 1.22 1.18 -0.31
P 0.52 -0.49 -1.48
H -1.83 -0.52 1.07
H -0.18 1.57 1.65
H 1.56 -1.31 -1.89
```

lowest unoccupied orbital energy	-0.021	Eh
spin multiplicity	1
frontier orbital gap	0.3014	hartree
net charge	0

=====

(x)
Molecular formula: C2H3NP2
Method: DFT, ωB97M-V with the def2-TZVPD basis set

```
8
Properties=species:S:1:pos:R:3
C -1.86 0.43 0.26
C -0.58 -0.31 -0.62
N -2.75 1.02 0.65
P 2.41 0.17 0.00
P 0.60 -0.41 0.79
H -0.82 -1.27 -0.87
H -0.21 0.24 -1.45
H 3.21 0.13 1.24
```

lowest unoccupied orbital energy	-0.046	Eh
spin multiplicity	1
frontier orbital gap	0.3073	hartree
net charge	0

=====

Calculated relative energies: (w) 0.0000; (x) 0.0336, given in hartree

=====

(w)
Molecular formula: C12H17NS
Method: DFT, ωB97M-V with the def2-TZVPD basis set

```
31
Properties=species:S:1:pos:R:3
C 2.11 -2.46 -1.94
C 1.81 -1.24 -1.21
C 2.78 -0.14 -1.10
C 2.58 0.86 -0.19
C 1.70 0.75 0.80
C 0.79 -0.34 0.89
C -0.42 -0.33 1.88
C -2.20 -0.46 0.35
C -2.02 0.01 -1.21
C -1.55 2.57 0.15
C -1.74 1.69 1.54
C 0.96 -1.25 -0.14
H 3.02 -3.01 -1.49
H 1.31 -3.29 -1.57
H 2.07 -2.30 -3.02
H 3.61 -0.18 -1.80
H 3.21 1.59 -0.10
H 1.76 1.60 1.55
H -0.21 0.11 2.76
H -0.60 -1.36 2.19
H -1.71 -1.48 0.44
H -3.32 -0.43 0.67
H -1.04 -0.22 -1.61
H -2.79 -0.61 -1.63
H -1.94 3.54 0.18
H -0.44 2.44 -0.18
H -2.85 1.89 1.83
H -1.06 2.09 2.19
H 0.33 -2.10 -0.31
N -1.60 0.27 1.42
S -2.57 1.77 -1.35
```

lowest unoccupied orbital energy	0.029	Eh
spin multiplicity	1
frontier orbital gap	0.3172	hartree
net charge	0
SMILES	Cc1cccc(CN2CCSCC2)c1

=====

(x)
Molecular formula: C12H17NS
Method: DFT, ωB97M-V with the def2-TZVPD basis set

```
31
Properties=species:S:1:pos:R:3
C -2.00 -2.93 -0.13
C -0.26 -0.02 1.40
C -1.47 -0.65 0.99
C -1.11 -1.96 0.59
C 0.21 -2.20 0.99
C -0.27 1.29 2.00
C -1.48 1.89 2.31
C -2.67 1.29 1.82
C -2.65 0.09 1.18
N 0.71 -0.93 1.34
H 0.65 1.85 2.14
H -1.35 2.82 2.85
H 1.60 -0.95 1.80
H -3.51 1.94 1.56
H 0.72 -3.12 0.84
H -3.55 -0.27 0.66
H -2.46 -2.36 -0.93
H -2.74 -3.17 0.62
H -1.55 -3.75 -0.67
C 1.75 1.68 -1.92
C 0.71 2.22 -0.95
C 3.17 -0.79 -2.44
S 2.95 0.53 -1.23
H 1.33 1.18 -2.79
H 2.41 2.54 -2.10
H 0.13 3.04 -1.40
H 1.00 2.63 0.03
H 3.99 -0.75 -3.16
H 3.42 -1.72 -1.89
H 2.31 -0.96 -3.07
H 0.01 1.54 -0.45
```

lowest unoccupied orbital energy	0.028	Eh
spin multiplicity	1
frontier orbital gap	0.3155	hartree
net charge	0
SMILES	Cc1c[nH]c2ccccc12.CCSC

=====

Calculated relative energies: (w) 0.0623; (x) 0.0000, given in hartree